The following is a quantum chemistry calculation of C18H43Cl2F5OP2TeW as an isolated structure, from the Open Molecules 2025 dataset.

```
73
C18H43Cl2F5OP2TeW | the Open Molecules 2025 dataset | the ωB97M-V functional and the def2-TZVPD basis
W 0.47518 -0.78027 -0.35073
Cl -0.62971 0.17708 -2.11782
P 1.13431 -2.87919 -1.20021
C 1.11252 -3.04019 -3.08461
C 2.73810 -3.43830 -0.37159
C -0.43203 -3.73933 -0.64978
C 1.53733 -1.79596 -3.89112
H 0.04109 -3.20133 -3.31675
C 1.95067 -4.25167 -3.49218
H 3.00509 -4.11350 -3.21399
H 1.91943 -4.37085 -4.57987
H 1.57233 -5.17649 -3.05008
H 0.84692 -0.95760 -3.75553
H 1.52528 -2.02732 -4.96698
H 2.55727 -1.46147 -3.64610
H -1.24632 -3.24277 -1.20399
C -0.76930 -3.64717 0.84275
C -0.38192 -5.20550 -1.12281
H -0.47006 -5.28550 -2.20445
H -1.21825 -5.74779 -0.68899
H 0.53646 -5.69355 -0.79766
H 0.00047 -3.23582 1.46687
H -0.97053 -4.64106 1.25627
H -1.67768 -3.08279 1.00004
C 3.91916 -2.57410 -0.84128
H 2.94586 -4.48088 -0.67891
C 2.64981 -3.40283 1.15389
H 3.99885 -2.51015 -1.93044
H 4.85259 -3.01063 -0.46463
H 3.83503 -1.56548 -0.43229
H 2.61515 -2.38176 1.53426
H 3.54264 -3.87395 1.56707
H 1.80192 -3.96123 1.53971
Cl 2.39317 0.10787 0.56930
H 1.67495 -1.12562 -1.55207
P -1.51822 3.76305 0.26950
C -3.16488 2.98040 0.34185
C -0.61445 4.26722 1.76774
C -0.76953 3.89862 -1.35891
C -3.39349 1.61336 0.99088
H -3.47993 2.88066 -0.71648
C -3.96938 4.15013 0.95674
H -3.70399 4.32642 2.00294
H -5.04856 4.01832 0.85848
H -3.71669 5.08723 0.44680
H -3.01307 0.80105 0.37375
H -4.45694 1.40004 1.12357
H -2.92175 1.49544 1.96528
H -1.34396 3.21711 -2.01305
C 0.70669 3.61419 -1.62415
C -1.20948 5.35141 -1.64188
H -2.30479 5.42067 -1.68448
H -0.78632 5.72325 -2.57741
H -0.92309 6.02840 -0.82366
H 1.10207 2.73466 -1.09947
H 1.34595 4.47201 -1.38769
H 0.84077 3.38130 -2.68950
C -0.90254 3.38303 2.97439
H -1.04261 5.27888 1.90430
C 0.90221 4.35114 1.60511
H -1.95575 3.20358 3.16248
H -0.47960 3.81908 3.88879
H -0.43664 2.40494 2.89408
H 1.33642 3.37120 1.46037
H 1.35669 4.74850 2.50862
H 1.21653 4.96384 0.76986
F -2.24556 0.36478 4.42526
Te -0.73916 -0.87362 4.09158
F -1.94483 -2.42633 4.06809
F -0.71268 -1.12186 5.94764
F 0.52078 0.62609 4.49605
F 0.80344 -2.13975 4.08372
O -0.71950 -0.96133 0.91350
```

Its multiplicity is 3. The value obtained for the relative energy (zero: lowest compared OMol25 entry of this formula, charge and spin) is 30.9 kcal/mol. The calculation puts the lowest unoccupied orbital energy (alpha / beta) at -0.59 / -2.48 eV. Its HOMO energy (alpha / beta) is -0.28588 / -0.28652 Eh. The calculation puts the orbital gap (alpha / beta) at 7.188 / 5.317 eV. The total energy comes out at -87739.7151 eV. Its expectation value of S² is 2.012.

Listed below, in e, are the Löwdin charges computed for each atom: 0.682 0.053 0.876 -0.502 -0.495 -0.521 -0.156 0.113 -0.119 0.073 0.082 0.061 -0.014 0.082 0.074 0.106 -0.142 -0.123 0.060 0.076 0.077 0.021 0.091 0.067 -0.138 0.113 -0.115 0.060 0.090 -0.007 0.036 0.091 0.066 0.079 -0.127 1.236 -0.485 -0.499 -0.524 -0.073 0.123 -0.121 0.080 0.091 0.062 0.064 0.094 0.061 0.097 -0.112 -0.130 0.076 0.091 0.079 0.049 0.077 0.089 -0.096 0.119 -0.089 0.065 0.106 0.070 0.077 0.096 0.061 -0.581 1.866 -0.562 -0.441 -0.586 -0.574 -0.625

---

The following is a quantum chemistry calculation of a 6-piece molecular cluster, C18H43F6N5O4P overall, from the Open Molecules 2025 dataset.

```
77
C18H43F6N5O4P | the Open Molecules 2025 dataset | the ωB97M-V functional and the def2-TZVPD basis
P -1.68034 -0.84390 -1.02689
F -2.81002 0.24440 -0.66711
F -1.35814 -0.77571 0.64382
F -2.62797 -2.04897 -0.64861
F -0.59226 -2.08397 -1.27311
F -2.06879 -0.62488 -2.63077
F -0.55190 0.26425 -1.23946
C 1.23635 2.48343 -2.82578
C 2.56318 3.21504 -2.72018
N 2.69334 3.76858 -1.37575
C 2.35136 2.92526 -0.20889
C 3.40034 1.86236 0.08645
C 3.99148 4.47869 -1.27608
C 3.92657 5.86626 -1.85792
H 1.13856 1.60570 -2.18692
H 0.96489 2.42328 -3.87972
H 0.41341 3.07120 -2.41912
H 3.34320 2.48930 -2.95034
H 2.60987 3.99311 -3.48209
H 2.20436 3.61069 0.62579
H 1.41400 2.38970 -0.35937
H 2.91424 1.06371 0.64678
H 3.58673 1.42144 -0.89281
H 4.32299 2.13787 0.59726
H 4.74129 3.87155 -1.78328
H 4.16783 4.78097 -0.24379
H 2.97030 6.08472 -2.33322
H 4.69355 5.93060 -2.62975
H 4.23846 6.63289 -1.14862
C -4.34441 -0.31808 2.66184
O -4.56543 -1.18679 3.51360
N -4.19705 0.95997 3.03491
C -3.77483 1.95475 2.04716
C -3.89867 1.23607 4.42878
H -4.08355 -0.50125 1.60800
H -2.68939 2.02382 1.97549
H -4.22402 2.87449 2.42187
H -4.24527 1.89886 1.06549
H -4.17466 2.28875 4.49051
H -4.56452 0.63997 5.05280
H -2.85514 0.95416 4.56902
C -0.48438 -0.61746 3.75155
O -1.32481 -1.02820 4.50707
N 0.65727 0.00421 4.01603
C 1.67249 0.29438 2.93228
C 1.01700 0.32927 5.38068
H -0.55521 -0.65379 2.65343
H 2.65267 -0.00535 3.30309
H 1.78496 1.36103 2.73803
H 1.44228 -0.20497 1.99113
H 0.45568 -0.11914 6.20040
H 2.07873 0.19064 5.58472
H 0.99278 1.40859 5.53094
C 0.57374 -2.77998 -6.66684
O 1.17434 -3.38575 -7.54205
N 1.16321 -2.13264 -5.63626
C 0.45819 -1.42413 -4.59602
C 2.59967 -2.22674 -5.52433
H -0.52517 -2.77581 -6.59905
H -0.61365 -1.51193 -4.77362
H 0.69200 -0.36047 -4.64185
H 0.66470 -1.69101 -3.55957
H 3.12026 -2.65685 -6.37996
H 3.12828 -1.31542 -5.24475
H 2.82217 -2.79008 -4.61811
C -2.69154 -3.61114 2.41455
O -3.32945 -3.58424 3.54333
N -2.66177 -4.70117 1.61062
C -1.92636 -4.72554 0.40001
C -3.06721 -6.01639 2.24515
H -2.11675 -2.74273 2.05721
H -1.15659 -3.96984 0.24359
H -2.43763 -4.96514 -0.53234
H -1.24195 -5.56116 0.54639
H -2.30627 -6.44138 2.89971
H -3.97786 -5.84580 2.81937
H -3.31375 -6.80615 1.53550
```

Its multiplicity is 2. The calculation puts the lowest unoccupied orbital energy (alpha / beta) at -0.94 / -5.46 eV. Its HOMO energy (alpha / beta) is -0.27082 / -0.27082 Eh. The calculation puts the orbital gap (alpha / beta) at 6.430 / 1.911 eV. The total energy comes out at -60597.6576 eV. Its expectation value of S² is 0.754.

Listed below, in e, are the Löwdin charges computed for each atom: 0.230 -0.166 -0.242 -0.140 -0.200 -0.181 -0.172 -0.063 -0.179 0.033 -0.160 -0.027 -0.185 -0.063 0.062 0.095 0.097 0.146 0.139 0.141 0.118 0.069 0.088 0.095 0.144 0.132 0.089 0.087 0.088 -0.319 -0.001 -0.209 -0.069 -0.037 0.130 0.081 0.071 0.082 0.079 0.092 0.077 -0.380 0.057 -0.161 -0.036 -0.059 0.109 0.081 0.065 0.080 0.095 0.074 0.080 -0.334 -0.002 -0.189 -0.058 -0.062 0.136 0.086 0.074 0.080 0.088 0.073 0.088 -0.255 -0.064 -0.176 -0.106 -0.029 0.117 0.073 0.091 0.077 0.083 0.077 0.075

---

The following is a quantum chemistry calculation of a 14-piece molecular cluster, C18H45F3N14O29 overall, from the Open Molecules 2025 dataset.

```
109
C18H45F3N14O29 | the Open Molecules 2025 dataset | the ωB97M-V functional and the def2-TZVPD basis
C -3.92208 -3.86185 -3.45331
C -2.94392 -4.22503 -2.33546
C -3.34354 -5.42059 -1.46185
N -1.84215 -3.54038 -2.22001
O -1.77151 -2.82412 -1.00743
C -1.61327 -1.48479 -1.29552
O -1.86302 -1.09542 -2.34567
O -1.09988 -0.63913 -0.32447
C -2.04275 0.15073 0.24566
F -1.40135 0.99685 1.03187
F -2.73663 0.87695 -0.60024
F -2.87593 -0.55536 0.98494
H -3.29955 -3.50765 -4.29394
H -4.61177 -3.07661 -3.11750
H -4.46946 -4.76472 -3.78369
H -3.98385 -5.16260 -0.60386
H -3.85204 -6.12938 -2.13235
H -2.43968 -5.91384 -1.08189
C 1.15137 0.43530 2.16360
N 2.40977 0.13351 2.89174
O 2.71308 -1.03390 3.02297
O 3.04695 1.08478 3.30520
H 0.69100 -0.49837 1.85712
H 0.50346 0.98045 2.84449
H 1.41346 1.03874 1.29880
C 5.30907 3.37809 2.64466
N 4.63547 4.44435 1.84993
O 3.43644 4.35626 1.69525
O 5.34174 5.33436 1.41164
H 4.56210 2.65954 2.96661
H 6.04707 2.90492 2.00288
H 5.78070 3.85604 3.49933
C -4.90290 2.79144 0.94802
N -6.21721 2.67755 1.63604
O -6.76639 1.58891 1.60848
O -6.64868 3.67196 2.17375
H -4.65356 1.82804 0.51982
H -5.00063 3.54550 0.17063
H -4.16581 3.08679 1.69105
C -1.85412 5.31248 -0.63811
N -2.94537 5.59112 0.33465
O -2.70310 5.41595 1.51255
O -4.00502 5.97367 -0.12481
H -0.97701 4.98088 -0.09359
H -2.20756 4.53644 -1.31237
H -1.65038 6.23552 -1.17612
C 4.05494 -2.97334 4.99877
N 4.98017 -4.13749 5.06494
O 5.60647 -4.41782 4.06192
O 5.04656 -4.73179 6.12548
H 4.09991 -2.54757 4.00538
H 3.05484 -3.33747 5.21798
H 4.38321 -2.25319 5.74366
C -5.16243 8.54516 -2.67589
N -3.90604 7.75121 -2.62615
O -2.93093 8.27329 -2.11817
O -3.94519 6.63510 -3.09727
H -4.97917 9.51329 -2.22270
H -5.44051 8.65227 -3.72084
H -5.91774 7.99425 -2.12197
C 1.42775 -2.94137 -0.12921
N 1.10725 -3.85495 1.00107
O 1.06914 -3.37593 2.11834
O 0.90489 -5.01967 0.72469
H 1.58245 -1.94187 0.26429
H 2.33371 -3.30817 -0.60338
H 0.58139 -2.95662 -0.80808
C 7.37620 -6.56862 5.72399
N 8.63612 -7.36296 5.75695
O 9.61622 -6.84574 6.25792
O 8.59551 -8.47888 5.27750
H 7.56034 -5.60450 6.18162
H 7.08781 -6.45300 4.68404
H 6.62518 -7.12221 6.27950
C 2.23663 7.85689 -0.43490
N 1.53170 6.68063 -1.01251
O 1.37687 5.71466 -0.29485
O 1.16055 6.77254 -2.16711
H 2.50575 7.62939 0.59110
H 3.12269 8.03526 -1.03766
H 1.55400 8.70137 -0.48053
C -7.87990 -6.14411 -5.70755
N -6.69240 -6.34737 -4.83445
O -6.41767 -7.48245 -4.51107
O -6.07661 -5.34880 -4.50414
H -8.32442 -7.11063 -5.91838
H -8.57516 -5.50544 -5.16923
H -7.53593 -5.66709 -6.62125
C 5.39073 0.74558 -0.88347
N 4.08401 0.63839 -0.17548
O 3.51638 -0.43885 -0.19354
O 3.66696 1.63840 0.37682
H 5.62617 -0.21198 -1.31803
H 5.28645 1.50430 -1.65134
H 6.13840 1.03082 -0.14857
C -8.38390 -1.30699 0.51264
N -8.02089 -2.48265 -0.32668
O -8.37790 -2.47715 -1.48939
O -7.38940 -3.36856 0.21289
H -8.93970 -0.60294 -0.09665
H -8.99105 -1.66840 1.33799
H -7.45965 -0.86153 0.87096
C 8.44681 0.36483 -4.38453
N 7.48657 0.44346 -3.25108
O 6.56569 -0.34986 -3.23925
O 7.69639 1.30232 -2.41441
H 8.13811 -0.43803 -5.04500
H 8.42406 1.32170 -4.89893
H 9.43008 0.16748 -3.96627
```

The value obtained for the relative energy (zero: lowest compared OMol25 entry of this formula, charge and spin) is 0.0 kcal/mol. The calculation puts the lowest unoccupied orbital energy at -0.56 eV. Its HOMO energy is -0.31835 Eh. The calculation puts the orbital gap at 8.100 eV. The total energy comes out at -107747.1906 eV.

Löwdin atomic charge list, values in e, 99 entries: -0.020 -0.299 -0.007 0.076 -0.008 -0.530 0.226 0.181 -0.744 0.183 0.203 0.210 0.097 0.105 0.031 0.090 0.081 0.083 0.035 -0.411 0.056 0.050 0.075 0.106 0.090 0.043 -0.442 0.066 0.045 0.058 0.093 0.101 0.047 -0.440 0.046 0.084 0.073 0.094 0.100 0.048 -0.435 0.066 0.040 0.076 0.106 0.079 0.046 -0.429 0.068 0.053 0.066 0.107 0.105 0.047 -0.449 0.054 0.061 0.094 0.100 0.102 0.053 -0.432 0.055 0.065 0.061 0.108 0.078 0.019 -0.452 0.058 0.056 0.084 0.086 0.100 0.050 -0.442 0.056 0.059 0.094 0.101 0.099 0.051 -0.425 0.086 0.033 0.095 0.103 0.101 0.032 -0.405 0.066 0.059 0.070 0.100 0.101 0.045 -0.454 0.055 0.057